{"formula": "C27H53BrIN3O12P3S", "method": "wB97M-V/def2-TZVPD", "species": ["C", "C", "C", "C", "C", "C", "C", "Br", "C", "C", "C", "O", "O", "P", "O", "O", "N", "C", "C", "S", "O", "O", "C", "P", "O", "P", "O", "I", "C", "C", "H", "H", "H", "H", "H", "H", "H", "H", "H", "H", "H", "H", "H", "H", "H", "H", "H", "H", "H", "H", "H", "H", "H", "C", "O", "C", "C", "N", "C", "C", "O", "C", "H", "H", "H", "H", "H", "H", "H", "H", "H", "H", "H", "H", "H", "H", "H", "C", "O", "C", "C", "N", "C", "C", "O", "C", "H", "H", "H", "H", "H", "H", "H", "H", "H", "H", "H", "H", "H", "H", "H"], "coordinates": [[-0.26070, -2.74670, -1.31559], [0.71407, -1.47568, -1.17945], [2.25948, -1.59777, -1.40125], [3.20781, -0.36401, -1.27474], [2.68018, 1.08643, -0.95327], [3.74771, 2.27155, -0.89132], [4.15117, 2.75894, 0.58392], [4.96802, 1.05235, 1.32623], [3.05571, 3.39720, 1.58288], [2.68565, 2.58940, 2.96098], [1.66149, 1.38653, 2.76428], [0.52403, 1.49075, 3.30861], [1.91202, 0.16047, 2.08016], [1.56866, 4.39427, 0.92882], [1.63183, 4.70783, -0.74364], [0.06494, 3.80321, 1.46374], [3.88657, 4.52874, 2.19961], [4.82976, 5.08080, 1.17232], [5.76410, 6.26910, 1.72115], [5.07166, 7.93015, 1.17815], [3.57899, 8.02238, 1.41379], [5.73153, 9.05166, 1.96940], [5.48524, 3.72637, 0.59595], [6.89471, 3.32533, 1.78944], [6.44966, 3.27279, 3.28648], [6.34140, 4.12544, -1.05407], [7.78651, 5.03596, -0.74490], [4.96590, 5.67157, -2.43459], [1.15004, 1.21531, -0.77651], [0.19128, -0.02574, -0.86236], [-0.06484, -3.20331, -2.37316], [-0.05832, -3.56567, -0.54726], [-1.37237, -2.42910, -1.33227], [2.65139, -2.65154, -1.65882], [4.32371, -0.57440, -1.44841], [3.47126, 3.13386, -1.61332], [4.71351, 1.82701, -1.35291], [2.15101, 3.38226, 3.61682], [3.63043, 2.30185, 3.55714], [2.32310, -0.42087, 2.76534], [0.88273, 4.24352, -1.19893], [-0.56785, 3.76011, 0.71026], [3.17800, 5.31146, 2.27766], [4.18347, 4.43064, 3.18634], [4.10646, 5.65087, 0.47716], [5.76514, 6.25510, 2.87344], [6.83198, 6.23641, 1.31686], [5.43240, 8.17090, -0.16657], [7.86323, 4.40660, 1.72895], [7.65112, 2.14406, 1.41682], [8.04724, 5.48588, -1.58256], [0.66936, 2.22476, -0.57646], [-0.93672, 0.10034, -0.69344], [-4.30156, -8.02155, -3.52592], [-3.48945, -8.24164, -4.66856], [-4.12462, -7.86942, -5.89432], [-3.45306, -6.63361, -6.49582], [-3.73613, -5.43464, -5.70545], [-2.91416, -4.27836, -6.06592], [-1.39369, -4.39694, -5.87349], [-0.98128, -4.47280, -4.51162], [-1.04086, -5.77755, -3.95179], [-3.81136, -8.48695, -2.66861], [-4.40153, -6.95083, -3.31828], [-5.28901, -8.47141, -3.64810], [-5.20211, -7.72288, -5.77259], [-3.98368, -8.70693, -6.58426], [-3.82107, -6.48474, -7.51668], [-2.37731, -6.83265, -6.54443], [-3.57790, -5.64239, -4.72464], [-3.26421, -3.44446, -5.44788], [-3.12359, -4.00672, -7.10556], [-0.94981, -3.47475, -6.26323], [-0.95249, -5.20964, -6.46088], [-0.82808, -6.55921, -4.68555], [-2.01686, -5.94095, -3.49055], [-0.29453, -5.84044, -3.15688], [-4.65240, 2.38392, 2.32756], [-4.03927, 1.12061, 2.12412], [-2.82812, 0.95277, 2.86700], [-3.01711, -0.07818, 3.98093], [-3.87999, 0.43744, 5.04430], [-4.31760, -0.58155, 6.00064], [-5.17947, -1.73701, 5.46678], [-6.47952, -1.34590, 5.03844], [-6.54010, -0.84247, 3.71342], [-5.46161, 2.48739, 1.60204], [-5.08689, 2.45002, 3.33021], [-3.94171, 3.19953, 2.17467], [-2.44826, 1.90192, 3.25745], [-2.08353, 0.56625, 2.16389], [-2.03975, -0.33326, 4.40470], [-3.44109, -0.98067, 3.52792], [-4.70546, 0.85371, 4.62533], [-4.89973, -0.05814, 6.76644], [-3.43727, -0.99406, 6.50430], [-5.34118, -2.42664, 6.30186], [-4.67263, -2.32316, 4.69186], [-5.81249, -1.32019, 3.05165], [-6.40084, 0.24071, 3.71663], [-7.54049, -1.03695, 3.32201]], "atomic_forces_ev_per_a": [[0.407, 0.661, -1.330], [2.105, 3.222, 0.414], [-1.574, 2.929, 0.846], [-3.281, -0.165, 0.260], [-2.129, -3.280, -0.496], [-0.156, -0.521, -1.031], [1.493, -1.298, -0.792], [-0.600, 0.270, 0.030], [2.375, -2.609, 1.127], [-0.475, 0.218, -0.475], [-4.582, -0.656, 2.312], [4.754, 0.061, -2.199], [0.996, 1.945, 1.694], [-1.497, 3.455, 0.529], [-1.436, -2.080, 1.699], [1.876, -0.047, -2.306], [-1.802, 2.513, 0.085], [0.588, 0.590, 0.014], [-0.081, -0.608, 0.025], [-1.749, 5.174, 4.216], [3.351, -1.932, -1.561], [-0.608, -3.796, -2.540], [-1.039, 3.321, 0.371], [0.184, -0.470, 4.439], [0.165, 0.337, -3.445], [1.457, -0.997, -1.899], [-2.043, -0.254, 0.112], [0.106, 0.067, 0.719], [1.229, -3.261, -0.631], [3.143, -0.884, -0.540], [-0.332, 0.741, 1.868], [-0.275, 1.354, -0.887], [1.920, -0.461, 0.325], [-0.426, 2.054, 0.458], [-1.892, 0.598, 0.329], [0.154, -1.215, 1.531], [-1.526, 0.757, 0.884], [0.449, -1.505, -1.073], [-1.252, 0.185, -1.350], [-0.327, 0.314, -0.779], [0.992, 0.381, -0.056], [0.217, -0.235, 0.728], [0.014, -0.317, 0.025], [0.787, -0.813, -0.724], [0.991, -1.509, 0.287], [0.147, 0.444, -1.767], [-1.501, -0.016, 0.557], [-0.357, -0.887, 0.946], [-0.787, -0.749, -0.708], [-0.696, 1.010, -0.343], [-0.229, -0.488, 0.650], [0.693, -1.554, -0.288], [1.961, -0.037, -0.292], [0.347, -0.031, -0.007], [-0.457, 0.149, 0.066], [0.548, 0.012, -0.347], [-0.303, -0.042, 0.431], [0.198, -0.099, -0.089], [-0.025, -0.104, 0.362], [-0.103, 0.493, -0.132], [0.033, -0.268, -0.269], [0.017, 0.277, 0.254], [0.019, -0.006, -0.134], [-0.213, -0.016, 0.047], [-0.062, 0.058, 0.012], [0.077, 0.118, 0.144], [-0.025, 0.044, 0.004], [0.024, 0.016, 0.058], [0.032, -0.190, -0.152], [-0.079, 0.004, -0.177], [0.109, 0.007, -0.088], [0.075, -0.079, -0.011], [-0.023, -0.035, 0.075], [-0.083, -0.132, 0.141], [-0.113, 0.049, -0.009], [-0.002, -0.273, -0.048], [0.035, 0.069, -0.073], [-0.213, -0.353, -0.089], [0.161, 0.458, 0.144], [0.005, -0.658, -0.025], [-0.219, 0.479, -0.011], [0.072, -0.140, -0.191], [-0.273, 0.180, -0.108], [-0.092, 0.008, 0.459], [0.414, -0.140, -0.192], [-0.314, 0.032, 0.231], [0.093, -0.087, 0.026], [0.082, 0.217, 0.005], [0.029, 0.077, 0.083], [-0.170, 0.000, 0.071], [0.038, 0.005, 0.058], [-0.049, 0.024, -0.016], [0.157, -0.085, -0.167], [0.155, -0.062, 0.071], [0.023, -0.142, -0.021], [0.007, -0.049, -0.088], [-0.036, 0.073, -0.043], [-0.017, 0.144, -0.137], [0.064, 0.074, 0.055], [0.115, 0.031, -0.235], [0.037, -0.066, 0.092]], "lowdin_charge": [-0.080, -0.182, -0.009, -0.038, -0.196, -0.247, -0.551, 0.863, -0.411, -0.061, -0.377, 0.072, -0.007, 1.021, -0.292, -0.250, -0.004, -0.363, -0.190, 0.739, -0.386, -0.387, -0.667, 0.691, -0.483, 0.587, -0.428, 0.523, -0.035, -0.002, 0.082, 0.086, 0.090, 0.109, 0.094, 0.071, 0.095, 0.150, 0.129, 0.132, 0.075, 0.079, 0.118, 0.171, 0.088, 0.145, 0.092, 0.083, 0.042, 0.032, 0.055, 0.041, 0.099, -0.114, -0.198, -0.205, -0.207, -0.055, -0.197, -0.217, -0.203, -0.097, 0.090, 0.075, 0.088, 0.122, 0.121, 0.124, 0.100, 0.065, 0.117, 0.118, 0.119, 0.111, 0.092, 0.071, 0.083, -0.112, -0.200, -0.215, -0.205, -0.053, -0.195, -0.220, -0.177, -0.099, 0.091, 0.079, 0.080, 0.115, 0.107, 0.120, 0.101, 0.066, 0.120, 0.116, 0.121, 0.108, 0.088, 0.068, 0.090], "homo_energy_ev": -9.96, "charge": 1, "largest_force_ha_per_bohr": 0.1342, "orbital_gap_ev": 6.166, "spin_multiplicity": 1}